ORCA calculation (the ωB97M-V functional and the def2-TZVPD basis) on a 9-piece molecular cluster, C21H57N4O11 overall at a distorted geometry.

Geometry as XYZ:
```
93
C21H57N4O11, DFT the ωB97M-V functional and the def2-TZVPD basis
C -4.657 -0.907 0.003
N 0.184 -0.702 -5.564
H -2.925 2.111 -1.059
H -0.079 -0.939 -6.517
C 6.541 1.775 -2.096
H -5.321 -0.382 -0.687
C 0.353 -3.675 -1.529
H -2.606 2.177 4.226
H 0.842 -6.823 -0.491
H -0.434 0.379 -2.964
H -1.273 -1.664 3.323
C 0.488 -0.103 -2.609
H 1.668 0.201 -7.169
C 1.100 1.506 -0.834
H 0.498 3.506 -0.289
C -1.988 -1.116 2.703
C 0.485 0.093 -1.092
H -4.424 -0.257 0.843
O -3.226 -0.987 3.395
H 1.717 1.770 -6.833
H -2.209 -1.118 5.330
C 1.290 -0.907 -0.197
N 1.659 0.602 -3.162
H -0.891 -2.098 -0.635
O 0.168 -0.456 8.986
H 1.879 2.124 -4.604
H 3.507 5.551 1.590
C 0.031 2.630 -0.759
H -1.014 2.421 1.196
H 3.584 4.233 0.387
H -0.380 2.890 -1.748
O 0.405 -4.501 -2.322
H -3.550 -1.878 3.567
H -2.147 -1.648 1.759
H 0.626 -1.358 0.550
N 1.062 0.991 -6.927
C 1.935 1.694 -2.153
C 1.751 1.036 -4.594
H -5.143 -1.812 0.372
H 0.431 -1.130 -2.982
H 6.851 2.807 -2.237
H -2.013 -0.455 6.970
H -0.160 -8.672 0.468
H 0.427 0.957 7.531
O -0.717 -8.133 -0.104
C 0.580 0.696 -5.529
H -4.624 2.545 3.164
H 1.728 -0.250 7.635
H 1.821 2.722 -2.497
H -1.221 1.356 -6.041
O 2.790 -1.876 -1.722
H 2.487 0.015 -3.033
O 1.488 -3.359 -0.783
C 1.035 0.367 8.214
N -0.559 1.611 -5.307
H 6.606 1.247 -3.050
H 2.087 -0.442 0.388
H -3.700 3.434 1.933
H 2.577 3.584 2.366
H -0.216 2.518 -5.627
H -2.467 0.592 -0.036
C -2.248 1.613 -0.363
H -1.616 -3.674 -0.708
C 1.915 -2.041 -0.976
C -3.735 3.155 2.984
H -3.671 -1.826 -1.404
H 0.719 -0.971 9.584
O -2.559 2.415 3.291
H 1.599 1.040 8.864
H 2.978 1.529 -1.860
C -1.128 2.202 0.126
H 1.743 1.646 0.033
H -1.417 -2.749 -2.244
H 2.317 5.477 0.274
H -3.783 4.061 3.594
H -0.477 -6.851 -1.681
C -2.736 -0.801 6.234
H -4.252 -0.052 5.279
H 0.686 -8.192 -1.630
C -0.985 -2.979 -1.271
H 4.941 0.850 -1.499
H 2.676 0.646 -5.027
O 2.032 4.101 1.763
H -1.597 -0.120 2.496
O -3.439 -1.251 -0.667
O -3.620 0.274 5.931
H 7.198 1.299 -1.367
C 2.916 4.883 0.961
H -0.677 -0.760 -5.022
H -0.554 -0.090 -0.815
O 5.192 1.773 -1.619
C 0.137 -7.464 -1.027
H -3.296 -1.641 6.649
```

Frontier orbital gap ... 8.01 eV
Highest occupied orbital energy ... -0.38021 Ha
Net charge ... +1
Calculated total energy ... -51171.3378 eV